Record 1
Entry from the Open Molecules 2025 dataset: C4H5NO2 as an isolated structure (the ωB97M-V functional and the def2-TZVPD basis).

* total energy: -9812.1218 eV
* net charge: 0
* frontier orbital gap: 0.4044 Ha
* M: 99.09 g/mol
* energy above the lowest of the compared OMol25 structures with the same formula, charge and spin: 50.6 kcal per mole

Cartesian coordinates (Å):
O -0.5122 1.6233 0.3623
C 0.5806 0.7756 0.5851
C -0.3173 -0.4538 0.6704
C -1.2615 0.4464 -0.1338
N 0.2162 -1.5249 -0.1266
C 1.0868 -0.9454 -0.8466
O 1.3771 0.3686 -0.6353
H 1.3085 1.1691 1.3034
H -0.6940 -0.7295 1.6553
H -1.0424 0.4110 -1.2027
H -2.3402 0.3259 0.0231
H 1.5983 -1.4663 -1.6546

Atomic forces in eV per Å
-0.08 -0.25 -0.49
0.45 -0.42 -0.23
-0.19 -0.17 0.17
-0.17 0.14 -0.07
0.41 0.02 -0.20
-0.07 -0.25 0.14
-0.35 0.20 0.46
-0.29 -0.11 -0.18
0.09 -0.04 -0.17
-0.25 -0.37 0.08
0.26 0.81 0.34
0.18 0.45 0.14

The computed Mulliken charges, all in e, follow: O -0.407; C 0.031; C 0.001; C -0.382; N -0.576; C 0.035; O -0.399; H 0.381; H 0.384; H 0.223; H 0.324; H 0.387

***

Record 2
Entry from the Open Molecules 2025 dataset: C42H40BrCaCl3GeN7O4PS2 as an isolated structure (the ωB97M-V functional and the def2-TZVPD basis).

* total energy: -276353.7557 eV
* net charge: -1
* 2S+1: 2
* frontier orbital gap (spin up / spin down): 0.2427 / 0.1837 Ha
* M: 1100.89 g/mol
* energy above the lowest of the compared OMol25 structures with the same formula, charge and spin: 50.8 kcal per mole

Cartesian coordinates (Å):
Ca 0.1326 -0.1746 0.4238
O -3.7972 2.5877 1.2507
C -4.1770 2.7663 -0.0346
C -5.4752 3.1258 -0.3736
C -5.8196 3.3427 -1.6995
C -4.8670 3.1979 -2.6920
C -3.5750 2.8154 -2.3459
C -3.2061 2.5877 -1.0279
C -1.8183 2.0830 -0.6340
O -1.8769 0.8711 0.0034
N -0.9794 1.9874 -1.8661
N -0.0251 1.0264 -1.8713
C 0.9317 1.1336 -2.7119
C 1.9366 0.1037 -2.9094
Br 1.6262 -1.5574 -2.0216
C 3.0155 0.1940 -3.6880
C 3.4687 1.4209 -4.3678
C 3.9437 1.3512 -5.6785
C 4.3854 2.4910 -6.3289
C 4.3728 3.7161 -5.6728
C 3.9268 3.7901 -4.3617
C 3.4837 2.6497 -3.7079
H -4.5538 2.5770 1.8459
H -6.2119 3.2428 0.4140
H -6.8347 3.6253 -1.9489
H -5.1246 3.3623 -3.7300
H -2.8423 2.6557 -3.1247
H -1.3430 2.8491 0.0039
H -0.6278 2.8942 -2.1653
H 1.0010 1.9941 -3.3768
H 3.6177 -0.6949 -3.8329
H 3.9548 0.3956 -6.1899
H 4.7436 2.4253 -7.3485
H 4.7222 4.6062 -6.1806
H 3.9313 4.7334 -3.8306
H 3.1783 2.7087 -2.6711
Cl 2.9078 3.6111 2.3139
Ge 1.8436 2.4803 0.7256
Cl 1.6546 4.1289 -0.8546
Cl 3.6065 1.3477 -0.2035
O -4.8988 -0.1456 5.2689
S -4.0359 -0.8947 4.4025
O -4.5410 -2.1035 3.8163
N -3.4476 0.1122 3.2153
C -2.1685 0.2517 3.3286
S -1.1877 1.2714 2.3538
C -1.5229 -0.4936 4.4550
C -0.1826 -0.5750 4.7890
C 0.1696 -1.3768 5.8685
C -0.7935 -2.0889 6.5762
C -2.1393 -2.0146 6.2304
C -2.4696 -1.2012 5.1698
H 0.5691 -0.0602 4.2045
H 1.2130 -1.4691 6.1400
H -0.4895 -2.7213 7.4006
H -2.8921 -2.5798 6.7633
C -4.5979 -3.9170 -0.5989
N -4.7729 -2.4779 -0.4423
C -4.9426 -1.8779 -1.7598
N -3.8593 -2.1797 -2.6947
C -3.7147 -3.6294 -2.7791
N -3.5042 -4.2950 -1.4960
C -2.2004 -3.9449 -0.9189
P -2.0142 -2.1239 -0.5922
C -3.6405 -1.8823 0.2731
C -2.6093 -1.5498 -2.2598
H -5.5237 -4.3283 -1.0118
H -4.4214 -4.3635 0.3808
H -5.0228 -0.7943 -1.6495
H -5.8741 -2.2585 -2.1889
H -2.8792 -3.8657 -3.4425
H -4.6321 -4.0336 -3.2167
H -1.4100 -4.2713 -1.6010
H -2.0620 -4.4845 0.0177
H -3.7972 -0.8083 0.3888
H -3.5907 -2.3144 1.2700
H -1.8321 -1.7450 -3.0047
H -2.7448 -0.4666 -2.2027
N 0.8950 -1.7177 1.9332
C 1.1441 -2.6779 2.6936
C 0.1462 -3.7752 3.0001
C 0.5042 -5.1225 3.0008
C -0.4461 -6.1079 3.2359
C -1.7609 -5.7584 3.5170
C -2.1251 -4.4178 3.5332
C -1.1806 -3.4432 3.2494
C 2.4802 -2.7899 3.4101
C 2.6214 -3.4222 4.6437
C 3.8409 -3.4176 5.3105
C 4.9410 -2.7924 4.7425
C 4.8112 -2.1642 3.5087
C 3.5904 -2.1581 2.8542
H 1.5335 -5.4018 2.8080
H -0.1563 -7.1516 3.2109
H -2.4974 -6.5251 3.7245
H -3.1408 -4.1243 3.7730
H -1.4555 -2.3956 3.2272
H 1.7655 -3.9136 5.0921
H 3.9311 -3.9034 6.2752
H 5.8936 -2.7912 5.2580
H 5.6644 -1.6700 3.0604
H 3.4599 -1.6417 1.9108

Atomic forces in eV per Å
0.29 -0.96 -0.07
0.13 0.05 0.13
-0.02 0.04 -0.08
-0.01 0.02 0.03
-0.01 0.00 0.02
0.02 -0.02 0.00
-0.07 -0.06 -0.02
0.00 -0.18 -0.15
-0.04 0.24 -0.05
0.13 0.17 0.29
0.04 -0.05 0.07
0.15 -0.01 0.19
-0.10 0.10 -0.13
0.04 -0.15 0.01
-0.03 0.06 0.06
-0.05 0.04 -0.02
0.03 0.04 0.03
-0.01 -0.03 0.00
0.00 0.02 0.00
0.00 -0.01 -0.01
0.00 0.00 0.00
-0.01 -0.01 0.00
-0.04 -0.05 -0.04
-0.01 0.00 0.00
0.00 0.00 0.00
0.01 0.00 0.00
0.00 0.01 0.00
-0.09 -0.05 0.08
0.01 0.01 0.03
0.00 0.00 0.01
0.01 0.00 0.00
0.00 0.00 0.00
0.00 0.00 0.00
0.00 0.00 0.00
0.00 0.00 0.00
0.01 0.00 0.00
0.01 0.03 -0.05
0.02 -0.09 -0.10
-0.01 0.01 -0.01
-0.05 0.06 0.05
0.02 0.03 -0.03
0.02 -0.03 0.14
0.00 -0.03 -0.09
0.07 0.02 -0.15
-0.17 -0.03 0.20
-0.24 0.28 0.07
0.09 0.20 0.16
0.00 0.08 0.03
-0.02 -0.01 -0.01
-0.01 0.00 -0.01
-0.02 0.02 0.01
-0.08 0.18 0.05
0.00 0.00 0.02
-0.02 0.01 0.00
0.00 0.00 0.00
0.00 0.00 0.00
-0.01 0.01 -0.02
0.01 -0.01 0.01
-0.02 0.02 0.01
0.01 0.02 -0.02
0.00 -0.02 -0.01
0.02 -0.03 0.01
-0.04 0.12 -0.07
-0.01 0.15 -0.07
-0.01 0.00 -0.07
0.08 -0.02 0.01
0.01 0.00 0.01
-0.01 0.00 0.03
0.00 0.00 0.00
0.01 0.00 0.00
0.00 0.00 0.00
0.01 0.00 0.00
0.00 0.00 0.01
0.01 -0.07 0.11
0.00 0.02 0.03
0.02 -0.04 0.18
0.01 0.02 0.00
-0.01 0.00 -0.03
-0.34 0.24 -0.31
0.23 0.06 0.00
0.00 -0.04 -0.09
-0.03 0.00 0.00
0.01 0.01 0.01
0.04 0.01 0.01
-0.08 -0.03 -0.02
0.02 0.01 -0.14
-0.03 -0.02 0.02
0.01 -0.04 -0.04
0.01 0.00 -0.01
0.00 0.00 0.00
0.00 0.00 -0.01
0.01 0.01 0.04
0.02 0.01 0.00
0.00 -0.01 0.00
0.00 -0.01 0.00
0.01 0.00 -0.08
0.05 -0.32 -0.16
0.01 -0.01 0.00
0.00 0.00 0.00
0.00 0.00 0.00
-0.01 0.01 0.00
0.02 0.00 0.00

These are the Mulliken partial charges, in e, on atoms 1 to 99: Ca 1.216; O -0.364; C 0.671; C -0.787; C -0.534; C -0.917; C -0.369; C -0.196; C -0.634; O 0.654; N 0.063; N 0.072; C -0.979; C 0.563; Br -0.128; C -1.075; C 0.385; C -0.461; C -0.508; C -0.401; C -0.740; C 0.011; H 0.280; H 0.366; H 0.390; H 0.402; H 0.384; H 0.599; H 0.446; H 0.545; H 0.437; H 0.424; H 0.365; H 0.371; H 0.428; H 0.234; Cl -0.443; Ge 0.713; Cl -0.451; Cl -0.431; O -0.798; S 1.145; O -0.603; N -0.484; C 0.869; S -0.118; C -0.382; C -0.539; C -0.723; C -0.548; C -0.570; C 0.618; H 0.549; H 0.554; H 0.399; H 0.482; C -1.110; N 0.166; C -1.047; N 0.136; C -0.986; N 0.143; C -1.318; P 1.658; C -0.222; C -0.800; H 0.306; H 0.414; H 0.474; H 0.286; H 0.405; H 0.332; H 0.417; H 0.390; H -0.112; H 0.130; H 0.406; H 0.015; N -0.865; C -1.306; C 0.052; C 0.058; C -0.873; C -0.767; C -1.057; C 0.282; C 0.771; C -0.296; C -0.748; C -0.431; C -0.619; C -0.717; H 0.518; H 0.380; H 0.395; H 0.476; H 1.023; H 0.442; H 0.378

***

Record 3
Entry from the Open Molecules 2025 dataset: C41H67CsN2O4P2SSi as an isolated structure (the ωB97M-V functional and the def2-TZVPD basis).

* total energy: -92614.8514 eV
* net charge: -2
* frontier orbital gap: 0.1607 Ha
* M: 907.00 g/mol
* energy above the lowest of the compared OMol25 structures with the same formula, charge and spin: 40.5 kcal per mole

Cartesian coordinates (Å):
Cs 1.6438 -1.6091 2.2678
C -2.6315 -1.8962 2.9948
Si -1.5383 -1.2188 1.5076
C -2.4795 0.5068 1.5033
C -3.8616 0.6285 1.2417
C -4.5384 1.8342 1.3656
C -3.8402 2.9784 1.7577
C -2.4831 2.8923 2.0330
C -1.7916 1.6714 1.9269
P 0.0224 1.4506 2.2475
C 0.7603 2.8957 1.2796
C 0.7065 4.3248 1.8615
C 0.8344 5.4003 0.7613
C 1.7814 4.9259 -0.3434
C 1.1716 3.7166 -1.0851
C 0.2438 2.8994 -0.1672
C 0.4122 2.0830 3.9902
C -0.7065 2.6964 4.8415
C -1.7222 1.6469 5.3080
C -1.0213 0.5318 6.0870
C 0.0709 -0.1036 5.2293
C 1.0887 0.9497 4.7883
C -2.2848 -2.2863 0.0346
C -2.9823 -3.4816 0.3388
C -3.2267 -4.4808 -0.6018
C -2.7898 -4.3326 -1.9113
C -2.1156 -3.1676 -2.2662
C -1.8601 -2.1546 -1.3348
P -1.0205 -0.6030 -1.8808
C -2.1804 -0.0784 -3.2521
C -3.6054 0.1467 -2.6860
C -4.3879 1.2223 -3.4662
C -4.0344 1.1624 -4.9526
C -2.5461 1.5293 -5.1647
C -1.6939 1.2098 -3.9231
C 0.4603 -1.1741 -2.8743
C 1.5281 -0.0636 -2.7764
C 2.7828 -0.4436 -3.5601
C 2.4882 -0.6101 -5.0730
C 0.9815 -0.7284 -5.3547
C 0.2710 -1.6371 -4.3452
H -3.7185 -1.9533 2.7755
H -2.5112 -1.2236 3.8624
H -2.2943 -2.9004 3.3183
H -4.4094 -0.2601 0.9252
H -5.6037 1.8928 1.1571
H -4.3544 3.9304 1.8521
H -1.9648 3.7950 2.3311
H 1.8129 2.5944 1.2341
H 1.5263 4.4553 2.5720
H -0.2179 4.4921 2.4214
H 1.1940 6.3355 1.1991
H -0.1507 5.6095 0.3251
H 2.7355 4.6402 0.1168
H 1.9982 5.7350 -1.0451
H 1.9740 3.0706 -1.4545
H 0.6123 4.0639 -1.9595
H 0.1636 1.8791 -0.5313
H -0.7696 3.3135 -0.1830
H 1.1655 2.8459 3.8128
H -1.2132 3.5086 4.3157
H -0.2363 3.1405 5.7309
H -2.2140 1.2091 4.4335
H -2.5013 2.1197 5.9123
H -1.7481 -0.2216 6.4012
H -0.5704 0.9496 6.9974
H -0.3957 -0.5337 4.3323
H 0.5796 -0.9095 5.7619
H 1.8799 0.4797 4.2023
H 1.5696 1.3822 5.6777
H -3.3222 -3.6422 1.3599
H -3.7477 -5.3867 -0.3066
H -2.9812 -5.1053 -2.6504
H -1.7840 -3.0527 -3.2968
H -2.2263 -0.8734 -4.0054
H -3.5354 0.4506 -1.6499
H -4.1523 -0.8000 -2.7006
H -4.1408 2.2195 -3.0787
H -5.4627 1.0871 -3.3152
H -4.6762 1.8263 -5.5366
H -4.2199 0.1428 -5.3124
H -2.4529 2.5939 -5.4062
H -2.1524 0.9768 -6.0246
H -1.7612 2.0262 -3.1923
H -0.6391 1.1356 -4.2089
H 0.8231 -2.0208 -2.2893
H 1.7966 0.1114 -1.7334
H 1.1187 0.8818 -3.1697
H 3.1636 -1.3776 -3.1470
H 3.5629 0.3015 -3.3921
H 2.9949 -1.5031 -5.4550
H 2.8872 0.2383 -5.6355
H 0.8175 -1.1128 -6.3643
H 0.5303 0.2690 -5.3265
H 0.6669 -2.6538 -4.4560
H -0.7841 -1.6891 -4.6212
N 2.1192 -4.2597 1.3924
C 2.6393 -4.6756 0.0793
C 3.4433 -3.5554 -0.5782
C 4.8111 -3.3538 0.0583
C 5.4545 -2.0035 -0.2599
N 4.5400 -0.9039 0.1288
H 2.8429 -3.8524 1.9887
H 1.7718 -5.0506 1.9134
H 1.7822 -4.9062 -0.5513
H 3.2643 -5.5784 0.1132
H 2.8682 -2.6232 -0.4952
H 3.5721 -3.7874 -1.6358
H 5.4841 -4.1585 -0.2557
H 4.7459 -3.3962 1.1347
H 5.6747 -1.9205 -1.3289
H 6.4113 -1.9668 0.2755
H 5.0393 -0.0271 0.0981
H 4.3093 -1.0252 1.1232
O 4.6834 -1.6990 5.0869
S 4.1601 -2.1410 3.8010
O 5.1025 -3.0200 3.0857
O 2.8624 -2.8668 3.9651
O 3.8511 -0.9469 2.9333

Atomic forces in eV per Å
-3.52 1.05 -2.30
-0.12 -0.26 0.10
-1.17 -0.06 -0.19
-0.17 0.23 -0.01
0.24 0.04 -0.08
0.18 -0.01 0.01
0.04 -0.15 -0.02
-0.07 -0.20 -0.06
-0.24 -0.14 -0.12
-0.05 0.93 -0.10
-0.14 -0.03 -0.15
-0.04 0.11 -0.13
0.04 -0.13 0.00
-0.12 -0.11 0.08
0.05 0.03 0.21
0.13 0.11 0.15
-0.13 -0.31 0.19
-0.09 -0.11 -0.03
0.21 -0.01 -0.03
-0.06 0.03 -0.09
0.09 0.23 -0.02
-0.18 -0.01 -0.01
0.04 -0.10 -0.58
0.14 0.15 -0.15
0.11 0.21 0.12
0.00 0.07 -0.02
-0.04 0.12 0.15
-0.34 -0.22 0.34
-0.35 0.07 0.03
-0.21 0.06 0.29
0.06 0.04 -0.32
0.14 -0.07 -0.06
0.17 -0.02 0.10
-0.08 -0.03 0.07
-0.01 0.00 -0.03
0.05 0.15 0.05
0.03 -0.02 -0.24
-0.13 0.00 -0.17
-0.12 -0.05 0.12
0.16 0.00 0.15
0.16 -0.01 -0.02
0.34 0.03 0.08
-0.02 -0.17 -0.24
-0.14 0.35 -0.09
0.06 0.10 0.06
0.06 -0.02 0.01
0.03 -0.04 -0.01
-0.04 -0.07 -0.02
0.09 0.03 -0.01
-0.01 0.03 -0.01
0.17 0.01 -0.02
-0.04 0.03 0.00
0.08 -0.01 0.02
-0.07 0.03 -0.05
0.03 0.01 0.00
-0.03 0.03 -0.02
0.00 -0.03 -0.01
-0.10 -0.18 -0.11
0.02 -0.04 0.00
0.11 0.10 0.03
0.01 -0.03 0.00
-0.03 0.02 -0.01
-0.04 0.03 0.04
-0.01 0.02 0.03
-0.02 -0.02 0.02
-0.02 -0.03 -0.01
0.03 -0.08 0.08
-0.02 -0.04 -0.06
0.12 0.11 0.07
-0.01 -0.05 -0.06
0.03 0.03 -0.16
-0.02 0.04 0.02
0.06 0.04 0.05
-0.04 0.00 0.13
-0.13 0.14 0.05
-0.01 0.05 0.42
0.04 0.03 0.01
-0.04 -0.10 -0.04
0.04 0.00 0.01
0.00 -0.01 -0.03
0.01 0.08 0.02
-0.01 -0.05 0.01
-0.01 0.03 0.01
0.04 -0.09 -0.06
-0.31 0.11 0.13
0.11 -0.08 0.06
-0.10 -0.03 0.05
0.13 -0.13 0.19
0.04 -0.08 0.06
0.02 -0.01 -0.05
-0.01 0.05 0.03
0.02 0.00 -0.01
0.00 0.01 -0.06
0.09 -0.16 -0.09
-0.01 0.06 0.01
0.18 -0.11 0.00
0.52 -0.57 -0.59
-0.02 0.22 0.22
-0.18 0.07 0.25
0.08 0.29 -0.41
-0.39 0.15 0.12
0.25 -0.52 -0.14
0.15 -0.51 -0.06
-0.09 -0.16 0.06
-0.17 -0.09 -0.11
0.07 -0.09 0.10
0.08 -0.15 -0.16
-0.11 0.04 -0.25
0.05 -0.04 0.01
-0.02 -0.12 0.45
-0.02 0.04 -0.15
0.02 0.05 0.03
0.11 0.17 -0.08
0.14 0.08 0.03
0.02 0.09 0.25
0.99 -0.11 0.75
0.09 -0.05 -0.08
0.90 -0.95 1.33
2.26 0.60 0.77

These are the Mulliken partial charges, in e, on atoms 1 to 99: Cs 1.393; C -1.726; Si 0.440; C 0.614; C -0.606; C -0.723; C -1.274; C -0.244; C -0.303; P 0.909; C 0.342; C -0.453; C -1.042; C -0.880; C -0.513; C -0.303; C 0.601; C -1.603; C 0.027; C -1.266; C 0.823; C -1.739; C 0.921; C -0.560; C -0.788; C -1.014; C -0.494; C -0.206; P 0.879; C 0.036; C -0.328; C -0.872; C -0.763; C -0.993; C -0.660; C 0.051; C -0.777; C -0.641; C -1.034; C -0.689; C -0.870; H 0.425; H 0.188; H 0.367; H 0.280; H 0.348; H 0.361; H 0.196; H 0.571; H 0.386; H -0.101; H 0.539; H 0.308; H 0.304; H 0.508; H 0.072; H 0.450; H -0.698; H 0.182; H 0.614; H 0.326; H 0.626; H -0.093; H 0.330; H 0.465; H 0.457; H -0.646; H 0.469; H 0.417; H 0.550; H 0.260; H 0.385; H 0.387; H 0.205; H 0.363; H -0.341; H 0.415; H 0.300; H 0.508; H 0.462; H 0.295; H 0.474; H 0.292; H 0.176; H -0.211; H 0.894; H 0.586; H 0.185; H -0.088; H 0.499; H 0.396; H 0.355; H 0.490; H 0.200; H 0.335; H 0.400; N -0.208; C -1.107; C 0.665